Entry 1:
{"formula": "C19H33Cl22O5P", "method": "ωB97M-V/def2-TZVPD", "elements": ["C", "C", "P", "C", "C", "C", "C", "O", "O", "C", "O", "O", "C", "O", "H", "H", "H", "H", "H", "H", "H", "H", "H", "H", "H", "Cl", "C", "Cl", "H", "H", "Cl", "C", "Cl", "H", "H", "Cl", "C", "Cl", "H", "H", "Cl", "C", "Cl", "H", "H", "Cl", "C", "Cl", "H", "H", "Cl", "C", "Cl", "H", "H", "Cl", "C", "Cl", "H", "H", "Cl", "C", "Cl", "H", "H", "Cl", "C", "Cl", "H", "H", "Cl", "C", "Cl", "H", "H", "Cl", "C", "Cl", "H", "H"], "positions_angstrom": [[-2.83, -1.51, -3.14], [-1.43, -1.41, -2.49], [-1.21, -2.63, -1.12], [0.55, -3.15, -1.29], [-1.30, -1.53, 0.35], [-0.80, -0.32, 0.63], [0.24, 0.54, -0.02], [1.53, 0.35, 0.58], [1.71, -1.05, 0.82], [-1.63, 0.23, 1.75], [-1.89, 1.38, 1.94], [-2.28, -0.80, 2.38], [-2.00, -1.93, 1.60], [-2.08, -3.03, 2.04], [-3.26, -2.49, -2.94], [-3.50, -0.74, -2.75], [-2.76, -1.37, -4.21], [-0.65, -1.56, -3.24], [-1.31, -0.39, -2.12], [0.84, -3.67, -0.38], [0.54, -3.86, -2.12], [1.23, -2.33, -1.54], [0.31, 0.38, -1.09], [0.02, 1.58, 0.23], [2.66, -1.07, 0.96], [4.77, 1.41, 1.95], [3.41, 1.58, 3.08], [3.48, 3.11, 3.97], [2.49, 1.56, 2.51], [3.44, 0.77, 3.79], [-7.02, 0.91, 1.55], [-5.74, 0.09, 2.45], [-5.99, -1.65, 2.55], [-4.79, 0.28, 1.95], [-5.72, 0.49, 3.46], [1.84, 1.98, -3.08], [3.21, 1.27, -2.21], [3.06, -0.48, -2.05], [4.12, 1.50, -2.75], [3.24, 1.70, -1.21], [-4.67, -4.66, 4.85], [-2.92, -4.47, 4.90], [-2.12, -5.85, 5.67], [-2.56, -4.37, 3.89], [-2.69, -3.58, 5.48], [-5.81, -3.96, -3.49], [-5.92, -3.52, -5.19], [-5.48, -1.83, -5.50], [-5.24, -4.15, -5.76], [-6.94, -3.66, -5.52], [3.78, 5.79, 6.01], [2.20, 6.58, 5.92], [1.21, 5.97, 4.59], [1.67, 6.38, 6.85], [2.35, 7.64, 5.78], [7.72, 1.08, 0.22], [8.73, 2.04, 1.31], [10.01, 2.91, 0.45], [8.10, 2.76, 1.81], [9.19, 1.37, 2.03], [-4.63, -3.54, -8.58], [-3.45, -2.43, -9.30], [-2.32, -1.80, -8.10], [-2.89, -2.97, -10.05], [-3.99, -1.60, -9.74], [2.43, -6.02, -0.18], [1.41, -7.38, -0.70], [0.32, -6.94, -2.01], [2.06, -8.17, -1.04], [0.82, -7.70, 0.15], [-3.53, 8.53, 6.39], [-2.26, 7.40, 5.94], [-1.06, 7.19, 7.23], [-2.71, 6.43, 5.74], [-1.75, 7.78, 5.07], [3.61, 4.79, -3.37], [5.36, 5.05, -3.25], [6.15, 3.71, -2.40], [5.77, 5.11, -4.25], [5.54, 5.96, -2.69]], "lowdin_charge": [-0.182, -0.401, 1.017, -0.306, -0.196, -0.086, -0.125, -0.188, -0.044, -0.394, 0.175, 0.127, -0.419, 0.157, 0.014, 0.069, 0.042, 0.079, 0.054, 0.001, 0.013, -0.025, 0.078, 0.144, 0.095, 0.495, -1.015, 0.501, 0.004, 0.029, 0.503, -1.029, 0.509, 0.002, 0.028, 0.506, -1.005, 0.585, -0.004, 0.018, 0.496, -1.029, 0.490, -0.009, 0.026, 0.524, -1.031, 0.505, -0.004, 0.024, 0.493, -1.035, 0.492, -0.012, 0.026, 0.474, -1.025, 0.505, 0.022, 0.025, 0.511, -1.015, 0.501, 0.023, 0.025, 0.520, -1.009, 0.513, 0.022, 0.025, 0.510, -1.028, 0.514, 0.027, 0.019, 0.505, -1.006, 0.509, 0.025, 0.025], "mol_weight_da": 1152.41, "orbital_gap_ha": 0.288, "max_force_ev_per_a": 1.0, "smiles": "CCP(C)C1=C(COO)C(=O)OC1=O.ClCCl.ClCCl.ClCCl.ClCCl.ClCCl.ClCCl.ClCCl.ClCCl.ClCCl.ClCCl.ClCCl", "homo_energy_ev": -8.853}

---

Entry 2:
{"formula": "C19H33Cl2N2O3RuS", "method": "ωB97M-V/def2-TZVPD", "elements": ["O", "C", "C", "C", "H", "C", "H", "C", "H", "C", "H", "C", "H", "H", "C", "C", "H", "H", "H", "C", "C", "H", "H", "H", "H", "Ru", "Cl", "Cl", "H", "H", "C", "C", "N", "H", "C", "O", "H", "H", "H", "H", "H", "H", "C", "C", "N", "H", "C", "O", "H", "H", "H", "H", "C", "S", "C", "H", "H", "H", "H", "H", "H"], "positions_angstrom": [[-0.65, -0.62, -0.21], [-0.10, -1.67, -0.92], [-0.56, -2.97, -0.24], [-0.97, -2.98, 1.08], [-1.01, -2.04, 1.63], [-1.32, -4.19, 1.70], [-1.63, -4.18, 2.74], [-1.27, -5.38, 0.98], [-1.55, -6.32, 1.46], [-0.87, -5.36, -0.37], [-0.84, -6.29, -0.94], [-0.52, -4.17, -0.97], [-0.19, -4.14, -2.02], [-0.58, -1.65, -1.93], [1.74, -0.52, -2.16], [1.38, -1.56, -1.16], [2.74, -0.68, -2.57], [1.76, 0.49, -1.69], [0.98, -0.47, -2.92], [2.26, -2.32, -0.38], [3.76, -2.19, -0.40], [1.83, -3.01, 0.36], [4.19, -3.15, -0.68], [4.15, -1.94, 0.60], [4.10, -1.43, -1.11], [0.50, 0.81, 0.84], [0.33, -0.29, 2.80], [2.55, 0.11, 0.47], [-4.77, -0.89, 1.94], [-3.83, 0.86, 3.81], [-3.69, -0.97, 1.71], [-2.85, 0.72, 3.34], [-3.03, 0.32, 1.96], [-3.55, -1.26, 0.66], [-2.49, 0.99, 0.94], [-1.46, 1.72, 1.06], [-2.26, 1.64, 3.37], [-3.01, 0.88, -0.04], [-3.23, -1.72, 2.37], [-2.30, -0.09, 3.86], [0.58, 4.57, -3.10], [-2.00, 3.96, -3.76], [0.70, 3.49, -3.29], [-1.69, 2.91, -3.70], [-0.50, 2.78, -2.86], [1.56, 3.10, -2.74], [-0.52, 1.99, -1.80], [0.49, 1.96, -1.01], [-2.50, 2.31, -3.25], [-1.42, 1.35, -1.66], [0.84, 3.33, -4.37], [-1.48, 2.54, -4.72], [2.06, 4.02, 3.13], [1.54, 2.65, 1.91], [2.86, 3.02, 0.74], [1.40, 3.98, 3.95], [1.97, 4.95, 2.59], [3.08, 3.79, 3.42], [2.95, 4.07, 0.65], [3.77, 2.54, 1.11], [2.58, 2.60, -0.22]], "lowdin_charge": [-0.358, -0.416, -0.188, -0.077, 0.022, -0.083, 0.100, -0.105, 0.095, -0.094, 0.096, -0.045, 0.118, 0.140, -0.115, -0.346, 0.078, 0.012, 0.070, -0.180, -0.180, 0.120, 0.068, 0.057, 0.049, 0.893, -0.006, 0.370, 0.090, 0.094, -0.034, -0.065, -0.179, 0.098, -0.303, -0.218, 0.089, 0.145, 0.091, 0.061, 0.101, 0.097, -0.008, -0.036, -0.169, 0.088, -0.232, -0.238, 0.094, 0.139, 0.098, 0.096, -0.293, 0.640, -0.447, 0.014, 0.026, 0.035, 0.027, 0.031, -0.025], "mol_weight_da": 541.53, "orbital_gap_ha": [0.251, 0.243], "max_force_ev_per_a": 3.7, "de_lowest_kj_mol": 0.0, "spin_multiplicity": 6, "homo_energy_ev": [-6.519, -7.063]}

---

Entry 3:
{"formula": "C19H33Cl3N3O16S4", "method": "ωB97M-V/def2-TZVPD", "elements": ["C", "C", "N", "C", "N", "C", "C", "N", "C", "Cl", "C", "C", "Cl", "C", "Cl", "C", "C", "H", "H", "H", "H", "H", "H", "H", "H", "H", "H", "H", "H", "H", "H", "H", "H", "H", "C", "C", "O", "S", "O", "O", "O", "H", "H", "H", "H", "C", "C", "O", "S", "O", "O", "O", "H", "H", "H", "H", "C", "C", "O", "S", "O", "O", "O", "H", "H", "H", "H", "C", "C", "O", "S", "O", "O", "O", "H", "H", "H", "H"], "positions_angstrom": [[-2.61, -1.05, -0.07], [-1.39, -1.77, 0.49], [-0.01, -1.67, -0.18], [1.00, -1.18, 0.63], [2.45, -0.98, 0.25], [3.36, -1.29, 1.45], [2.35, -1.00, 2.72], [0.98, -0.72, 2.08], [0.89, 0.78, 2.33], [2.03, 2.05, 1.53], [-0.11, 1.37, 3.30], [-1.20, 0.48, 4.15], [-0.15, 3.23, 3.63], [0.13, -2.06, -1.63], [0.71, -0.59, -2.66], [1.00, -3.42, -1.91], [2.37, -3.19, -2.81], [-3.38, -1.67, -0.71], [-2.78, 0.11, 0.10], [-1.58, -2.36, 1.50], [2.65, -1.83, -0.32], [4.29, -0.57, 1.30], [3.57, -2.45, 1.32], [2.89, -0.08, 3.25], [2.41, -2.02, 3.31], [-1.49, 1.12, 5.11], [-0.79, -0.55, 4.53], [-2.17, 0.38, 3.47], [-0.97, -2.28, -2.02], [1.25, -3.93, -0.88], [0.33, -4.16, -2.56], [3.05, -2.31, -2.41], [3.03, -4.18, -2.78], [2.14, -2.95, -3.95], [3.56, 5.06, 4.06], [3.77, 3.55, 4.16], [5.10, 3.40, 4.66], [5.44, 4.65, 5.65], [5.22, 4.23, 7.01], [6.68, 5.25, 5.21], [4.21, 5.61, 5.20], [4.04, 5.47, 3.16], [2.50, 5.33, 4.06], [3.66, 3.05, 3.20], [3.09, 3.10, 4.88], [7.62, -4.90, -2.15], [6.39, -5.36, -2.94], [5.33, -5.42, -1.99], [5.57, -4.27, -0.85], [4.77, -3.12, -1.20], [5.53, -4.90, 0.45], [7.13, -3.94, -1.22], [8.06, -5.73, -1.59], [8.38, -4.45, -2.80], [6.54, -6.33, -3.41], [6.11, -4.62, -3.70], [-5.40, 1.08, -4.06], [-4.57, 0.32, -3.03], [-5.17, -0.97, -2.96], [-5.78, -1.36, -4.43], [-4.81, -2.19, -5.11], [-7.16, -1.74, -4.26], [-5.72, 0.13, -5.08], [-6.34, 1.44, -3.63], [-4.85, 1.93, -4.49], [-4.58, 0.80, -2.05], [-3.54, 0.20, -3.37], [-7.87, 5.24, -1.01], [-7.04, 4.48, 0.01], [-7.63, 3.19, 0.09], [-8.24, 2.80, -1.38], [-7.27, 1.97, -2.06], [-9.62, 2.42, -1.21], [-8.18, 4.29, -2.03], [-8.80, 5.60, -0.58], [-7.32, 6.09, -1.44], [-7.04, 4.96, 0.99], [-6.00, 4.36, -0.33]], "lowdin_charge": [0.047, -0.082, -0.038, -0.103, 0.063, -0.121, -0.129, -0.041, -0.532, 0.579, -0.518, -0.118, 0.522, -0.543, 0.578, -0.196, -0.166, 0.095, 0.097, 0.144, 0.077, 0.150, 0.138, 0.139, 0.150, 0.094, 0.095, 0.094, 0.137, 0.124, 0.138, 0.049, 0.086, 0.096, -0.175, -0.212, -0.199, 0.682, -0.233, -0.228, -0.189, 0.136, 0.126, 0.056, 0.127, -0.162, -0.166, -0.201, 0.678, -0.281, -0.227, -0.183, 0.138, 0.143, 0.143, 0.135, -0.175, -0.193, -0.215, 0.680, -0.243, -0.223, -0.183, 0.086, 0.141, 0.122, 0.126, -0.169, -0.177, -0.192, 0.705, -0.253, -0.210, -0.185, 0.137, 0.139, 0.139, 0.129], "charge": 1, "mol_weight_da": 794.11, "orbital_gap_ha": 0.248, "max_force_ev_per_a": 5.8, "homo_energy_ev": -11.854}